Record 1
ORCA calculation (ωB97M-V/def2-TZVPD) on a 3-piece molecular cluster, C17H43N3O7P3S overall.

Geometry (Å):
C (-1.60, -2.61, 0.73)
C (-1.71, -1.55, -0.35)
N (-1.51, -1.96, -1.74)
C (-2.20, -1.28, -2.55)
C (-3.09, -0.32, -1.86)
C (-2.81, -0.47, -0.33)
P (-4.23, -0.63, 0.87)
P (-5.59, -2.26, 0.40)
O (-6.77, -1.94, 1.15)
O (-5.98, -2.39, -1.16)
O (-5.02, -3.66, 0.93)
P (-1.92, 1.06, 0.32)
S (-1.12, 2.19, -1.04)
H (-1.60, -2.14, 1.70)
H (-0.63, -3.08, 0.62)
H (-2.34, -3.40, 0.65)
H (-0.79, -0.98, -0.17)
H (-0.85, -2.71, -1.96)
H (-2.16, -1.39, -3.62)
H (-3.19, 0.67, -2.28)
H (-4.08, -0.78, -2.03)
H (-5.02, 0.51, 0.62)
H (-5.28, -2.79, -1.70)
H (-4.46, -4.07, 0.24)
H (-0.97, 0.60, 1.26)
H (-2.86, 1.82, 1.05)
C (3.61, -1.69, -7.58)
O (4.31, -1.12, -6.48)
C (3.98, 0.24, -6.23)
C (3.27, 0.37, -4.90)
N (1.93, -0.21, -4.96)
C (1.27, -0.33, -3.67)
C (1.89, -1.28, -2.66)
O (1.79, -2.65, -3.04)
C (2.84, -3.13, -3.87)
H (4.02, -2.68, -7.75)
H (2.54, -1.79, -7.36)
H (3.74, -1.09, -8.48)
H (3.39, 0.67, -7.04)
H (4.92, 0.79, -6.17)
H (3.19, 1.43, -4.64)
H (3.89, -0.12, -4.14)
H (2.00, -1.13, -5.38)
H (0.25, -0.67, -3.87)
H (1.19, 0.67, -3.23)
H (1.31, -1.21, -1.73)
H (2.91, -1.02, -2.39)
H (3.79, -2.62, -3.68)
H (2.58, -3.03, -4.93)
H (2.97, -4.19, -3.66)
C (2.48, 4.46, 5.26)
O (2.10, 3.52, 6.25)
C (0.91, 3.88, 6.95)
C (-0.20, 2.91, 6.64)
N (-0.66, 3.06, 5.26)
C (-1.57, 2.02, 4.81)
C (-1.02, 0.60, 4.70)
O (-0.03, 0.43, 3.70)
C (1.30, 0.73, 4.10)
H (3.45, 4.16, 4.87)
H (1.76, 4.49, 4.43)
H (2.57, 5.47, 5.68)
H (0.61, 4.91, 6.74)
H (1.14, 3.81, 8.02)
H (-1.04, 3.09, 7.32)
H (0.18, 1.89, 6.83)
H (0.14, 3.08, 4.65)
H (-1.92, 2.31, 3.81)
H (-2.45, 2.00, 5.46)
H (-1.85, -0.05, 4.41)
H (-0.66, 0.21, 5.66)
H (1.47, 0.52, 5.16)
H (1.55, 1.77, 3.89)
H (1.98, 0.11, 3.51)

Values from the calculation:
net charge = +1
HOMO level = -10.71 eV
HOMO-LUMO gap = 6.357 eV

=====

Record 2
ORCA calculation (ωB97M-V/def2-TZVPD) on a 3-piece molecular cluster, C17H44N3O5P overall.

Geometry (Å):
C (2.58, -0.83, -0.26)
C (2.18, 0.64, -0.29)
O (0.80, 0.78, 0.03)
C (0.13, 1.73, -0.76)
O (-0.94, 2.29, -0.03)
P (-2.37, 1.62, 0.15)
O (-3.32, 2.48, 0.87)
O (-2.80, 1.30, -1.37)
O (-2.08, 0.23, 0.82)
C (-2.72, -1.01, 0.49)
C (-1.72, -2.02, -0.04)
N (-1.22, -1.66, -1.36)
H (1.91, -1.35, 0.44)
H (3.60, -0.96, 0.11)
H (2.49, -1.31, -1.24)
H (2.76, 1.20, 0.45)
H (2.38, 1.08, -1.28)
H (0.80, 2.56, -0.99)
H (-0.24, 1.29, -1.69)
H (-3.75, 1.45, -1.46)
H (-3.54, -0.85, -0.20)
H (-3.13, -1.40, 1.43)
H (-2.25, -2.98, -0.09)
H (-0.92, -2.12, 0.71)
H (-0.78, -2.48, -1.77)
H (-0.47, -0.99, -1.24)
C (2.26, 5.64, 0.07)
C (3.36, 6.27, -0.77)
N (3.58, 5.58, -2.03)
C (4.81, 5.96, -2.70)
C (4.94, 7.40, -3.20)
C (2.41, 5.43, -2.88)
C (1.66, 6.70, -3.30)
H (2.45, 4.58, 0.20)
H (2.21, 6.12, 1.05)
H (1.28, 5.76, -0.40)
H (4.30, 6.22, -0.21)
H (3.14, 7.34, -0.90)
H (4.96, 5.28, -3.54)
H (5.63, 5.76, -2.00)
H (4.33, 7.59, -4.08)
H (5.98, 7.60, -3.48)
H (4.67, 8.13, -2.43)
H (1.70, 4.78, -2.36)
H (2.72, 4.88, -3.76)
H (1.50, 7.38, -2.45)
H (0.68, 6.44, -3.70)
H (2.19, 7.26, -4.07)
C (-1.07, -7.02, 0.77)
C (-1.38, -6.16, 1.99)
N (-2.74, -5.65, 1.98)
C (-2.96, -4.59, 2.95)
C (-2.85, -4.92, 4.44)
C (-3.79, -6.64, 1.87)
C (-3.84, -7.75, 2.93)
H (-1.30, -6.49, -0.15)
H (-0.01, -7.28, 0.77)
H (-1.63, -7.96, 0.78)
H (-0.72, -5.29, 1.99)
H (-1.14, -6.73, 2.90)
H (-3.95, -4.16, 2.76)
H (-2.24, -3.80, 2.72)
H (-3.71, -5.50, 4.80)
H (-2.82, -4.00, 5.02)
H (-1.94, -5.48, 4.67)
H (-3.71, -7.11, 0.89)
H (-4.74, -6.11, 1.86)
H (-2.85, -8.19, 3.10)
H (-4.49, -8.56, 2.59)
H (-4.23, -7.40, 3.88)

Values from the calculation:
net charge = 0
HOMO level = -8.19 eV
HOMO-LUMO gap = 8.858 eV
SMILES = CCOCO[P@@](=O)(O)OCCN.CCN(CC)CC.CCN(CC)CC

=====

Record 3
ORCA calculation (ωB97M-V/def2-TZVPD) on C17H45N4O3PRh as an isolated structure.

Geometry (Å):
Rh (-0.69, -0.25, -0.46)
N (-1.59, -1.81, -2.09)
C (-0.94, -1.72, -3.40)
C (0.53, -1.76, -3.10)
N (0.84, -0.64, -2.16)
H (-1.38, -2.70, -1.66)
H (-2.60, -1.73, -2.15)
H (-1.23, -0.80, -3.90)
H (-1.22, -2.55, -4.05)
H (1.11, -1.68, -4.02)
H (0.79, -2.70, -2.62)
H (0.89, 0.22, -2.69)
H (1.73, -0.82, -1.72)
C (-4.13, 0.08, -1.29)
O (-3.24, -0.65, -0.42)
C (-3.66, -0.68, 0.94)
C (-3.37, 0.65, 1.53)
O (-2.05, 1.02, 1.11)
C (-1.75, 2.30, 1.69)
H (-5.12, -0.36, -1.27)
H (-3.73, 0.03, -2.30)
H (-4.20, 1.13, -1.00)
H (-3.06, -1.44, 1.44)
H (-4.71, -0.93, 1.04)
H (-3.43, 0.60, 2.62)
H (-4.08, 1.40, 1.19)
H (-1.60, 2.20, 2.77)
H (-2.57, 3.00, 1.51)
H (-0.86, 2.68, 1.23)
C (1.27, 4.01, -0.49)
C (0.90, 2.63, -1.04)
C (-0.60, 2.56, -1.41)
P (1.36, 1.23, 0.07)
C (2.99, 0.65, -0.57)
C (3.43, -0.63, 0.17)
C (4.10, 1.70, -0.67)
C (1.57, 1.76, 1.85)
C (2.94, 2.35, 2.21)
C (1.19, 0.59, 2.78)
H (0.98, 4.76, -1.23)
H (2.34, 4.12, -0.31)
H (0.73, 4.24, 0.43)
H (1.49, 2.44, -1.94)
H (-1.22, 3.08, -0.68)
H (-0.99, 1.51, -1.48)
H (-0.78, 3.02, -2.38)
H (2.76, 0.39, -1.61)
H (3.91, -0.38, 1.12)
H (4.17, -1.17, -0.42)
H (2.59, -1.30, 0.38)
H (4.51, 1.97, 0.30)
H (3.78, 2.61, -1.19)
H (4.91, 1.26, -1.25)
H (0.84, 2.55, 1.96)
H (3.73, 1.61, 2.20)
H (2.87, 2.71, 3.23)
H (3.22, 3.20, 1.59)
H (1.98, -0.17, 2.80)
H (0.26, 0.11, 2.48)
H (1.07, 0.96, 3.80)
C (-0.21, -5.45, 1.64)
N (0.18, -4.05, 1.41)
C (-0.58, -3.13, 0.83)
N (-1.79, -3.50, 0.38)
O (-0.11, -1.95, 0.69)
H (0.57, -5.94, 2.21)
H (-0.33, -5.99, 0.70)
H (-1.14, -5.52, 2.21)
H (1.09, -3.75, 1.71)
H (-2.18, -4.40, 0.61)
H (-2.45, -2.78, 0.11)

Values from the calculation:
net charge = +3
HOMO level (alpha / beta) = -18.64 / -18.66 eV
HOMO-LUMO gap (alpha / beta) = 7.287 / 7.279 eV
ΔE to the lowest compared entry with this formula, charge and spin = 50.3 kcal per mole

=====

Record 4
ORCA calculation (ωB97M-V/def2-TZVPD) on C17H45N4O7Zn as an isolated structure.

Geometry (Å):
Zn (2.89, 4.08, -3.69)
O (-0.69, -0.04, -1.34)
C (0.11, 0.97, -1.57)
O (-0.21, 2.13, -1.81)
O (1.32, 0.84, -1.73)
H (-0.14, -0.82, -1.26)
C (-5.61, 6.70, -4.59)
C (-6.29, 5.97, -3.52)
C (-6.74, 4.55, -3.84)
O (-7.79, 4.51, -4.78)
C (-9.08, 4.35, -4.19)
N (-5.47, 6.02, -2.33)
H (-4.75, 6.08, -4.87)
H (-5.30, 7.70, -4.26)
H (-6.29, 6.86, -5.42)
H (-7.27, 6.42, -3.34)
H (-7.04, 4.08, -2.90)
H (-5.96, 3.82, -4.07)
H (-9.16, 3.41, -3.64)
H (-9.88, 4.40, -4.93)
H (-9.26, 5.11, -3.43)
H (-5.15, 6.98, -2.29)
H (-4.58, 5.59, -2.50)
C (2.70, -3.30, 2.47)
C (3.31, -4.14, 1.32)
C (2.36, -5.01, 0.47)
O (1.52, -4.29, -0.47)
C (0.59, -5.14, -1.19)
N (4.01, -3.26, 0.47)
H (3.42, -2.66, 2.98)
H (2.19, -3.97, 3.16)
H (1.89, -2.69, 2.06)
H (4.03, -4.81, 1.81)
H (1.85, -5.68, 1.16)
H (2.98, -5.64, -0.17)
H (-0.14, -5.58, -0.51)
H (1.14, -6.00, -1.57)
H (0.02, -4.64, -1.97)
H (4.61, -2.69, 1.04)
H (3.39, -2.63, -0.02)
C (-2.02, -7.35, 7.53)
C (-2.70, -7.78, 6.25)
C (-2.81, -6.75, 5.10)
O (-3.45, -5.54, 5.45)
C (-3.35, -4.58, 4.45)
N (-1.98, -8.89, 5.70)
H (-1.23, -6.69, 7.16)
H (-1.63, -8.18, 8.10)
H (-2.67, -6.80, 8.21)
H (-3.72, -8.07, 6.50)
H (-3.46, -7.16, 4.33)
H (-1.78, -6.55, 4.83)
H (-2.42, -4.03, 4.59)
H (-4.18, -3.88, 4.54)
H (-3.52, -4.90, 3.43)
H (-2.49, -9.34, 4.95)
H (-2.04, -9.68, 6.33)
C (7.33, 7.13, -0.79)
C (6.65, 6.21, -1.85)
C (7.41, 4.85, -2.16)
O (6.57, 4.12, -3.06)
C (7.17, 2.85, -3.33)
N (5.39, 5.79, -1.38)
H (6.64, 7.86, -0.37)
H (8.19, 7.63, -1.24)
H (7.67, 6.62, 0.11)
H (6.56, 6.79, -2.77)
H (7.47, 4.23, -1.27)
H (8.43, 5.03, -2.51)
H (6.53, 2.30, -4.01)
H (7.26, 2.26, -2.42)
H (8.19, 3.00, -3.69)
H (5.49, 5.32, -0.49)
H (4.96, 6.60, -0.97)

Values from the calculation:
net charge = +1
HOMO level = -10.63 eV
HOMO-LUMO gap = 1.518 eV